(1)
42
Properties=species:S:1:pos:R:3:forces:R:3 method="wB97M-V/def2-TZVPD" s_squared=3.79 total_energy_ev=-57021.84322 multiplicity=4 homo_lumo_gap_ha="0.2362 / 0.2304" e_lumo_ev="-4.7080 / -4.9498" total_charge=+1
Re 0.6607 -1.0359 -1.1712 -0.80 1.05 0.44
C 0.5089 -2.3272 1.6363 -0.03 -0.22 0.07
N 0.7132 -0.9693 1.0481 0.13 -0.06 0.38
C -0.4163 -0.0697 1.4254 -0.19 0.19 -0.18
C -0.3743 1.1547 0.5338 0.08 -0.05 0.34
N -0.6038 0.7633 -0.8898 0.47 -0.98 -0.12
C -0.0859 1.8212 -1.7996 0.18 0.18 -0.25
C -2.0354 0.5137 -1.1418 -0.40 -0.21 -0.08
C -2.9234 1.5786 -1.2362 0.11 0.19 0.04
C -4.2672 1.3523 -1.4714 0.00 0.00 -0.01
C -4.7347 0.0520 -1.6128 0.01 -0.04 0.00
C -3.8597 -1.0113 -1.5066 0.00 0.05 0.00
C -2.5028 -0.7909 -1.2663 0.07 0.13 0.01
S -1.4540 -2.1840 -1.0689 0.57 -0.07 0.05
C 1.9793 -0.4394 1.5942 0.30 0.12 -0.08
C 2.1356 -0.2142 2.9558 -0.15 -0.02 0.08
C 3.3358 0.2596 3.4577 0.03 0.00 -0.01
C 4.3986 0.5061 2.5996 0.02 0.01 -0.01
C 4.2567 0.2691 1.2454 -0.04 -0.02 -0.05
C 3.0482 -0.2053 0.7381 -0.02 -0.06 0.10
S 2.9176 -0.4893 -0.9969 -0.51 -0.30 -0.20
H 0.4633 -2.2751 2.7237 0.05 0.07 0.00
H 1.3441 -2.9674 1.3528 0.03 0.07 0.00
H -0.4171 -2.7569 1.2677 -0.04 0.07 -0.06
H -0.3466 0.2320 2.4694 0.01 -0.05 0.02
H -1.3524 -0.6101 1.2820 0.04 -0.06 -0.01
H 0.6098 1.6247 0.6019 -0.01 0.02 -0.06
H -1.1293 1.8773 0.8455 -0.01 0.04 -0.10
H -0.4909 2.7956 -1.5287 -0.05 -0.04 0.07
H -0.3726 1.5860 -2.8212 -0.01 -0.05 0.03
H 0.9993 1.8634 -1.7316 -0.02 -0.03 0.07
H -2.5796 2.5995 -1.1251 0.02 -0.02 -0.01
H -4.9456 2.1902 -1.5490 0.01 0.00 0.01
H -5.7830 -0.1327 -1.8051 0.01 0.01 0.00
H -4.2078 -2.0308 -1.6084 -0.03 0.02 -0.01
H 1.3267 -0.4132 3.6478 -0.01 0.00 -0.02
H 3.4415 0.4290 4.5203 -0.01 0.00 0.00
H 5.3390 0.8765 2.9844 -0.01 -0.01 0.01
H 5.0750 0.4476 0.5599 0.02 0.00 0.03
S 0.8264 -1.4507 -5.8206 -0.01 0.04 0.28
C 0.7749 -1.2762 -4.2646 0.00 -0.04 -0.31
N 0.7278 -1.1427 -3.0741 0.18 0.08 -0.43

***

(2)
40
Properties=species:S:1:pos:R:3:forces:R:3 method="wB97M-V/def2-TZVPD" total_energy_ev=-33195.44564 homo_lumo_gap_ha=0.2156 e_lumo_ev=-8.7053 total_charge=+2
In 0.1731 -0.0480 -0.2048 1.12 0.05 0.75
O 0.4767 4.4885 -0.2343 0.10 0.05 0.16
C 0.4828 3.2168 0.0318 0.05 0.02 0.09
O -0.1008 2.3658 -0.6230 -0.24 -0.74 -0.31
C 1.2846 2.8443 1.2373 0.16 0.23 0.02
C 2.0624 3.7349 1.9647 -0.11 -0.01 -0.03
C 2.7759 3.2345 3.0437 0.01 0.00 0.02
C 2.6761 1.8858 3.3604 -0.10 -0.05 -0.08
C 1.8745 1.0739 2.5673 0.18 0.11 0.10
N 1.2095 1.5576 1.5265 -0.25 -0.47 -0.35
C 1.6916 -0.4125 2.7277 0.12 0.13 0.04
O 2.4133 -1.0809 3.5899 -0.15 -0.27 0.04
O 0.9055 -0.9931 2.0110 -0.20 -0.10 -0.26
H -0.0587 4.7125 -1.0131 -0.09 -0.07 -0.13
H 2.1042 4.7798 1.6916 0.00 0.00 0.00
H 3.4075 3.8879 3.6302 -0.03 0.00 0.03
H 3.2172 1.4958 4.2122 0.01 0.02 0.01
H 2.9882 -0.5621 4.1648 0.03 0.16 0.00
C 5.2798 0.1017 -1.1291 -0.13 0.20 0.08
N 4.1116 -0.6500 -1.5522 0.14 -0.33 -0.01
C 3.4429 -0.1239 -2.7185 -0.07 0.04 0.02
C 3.2250 -0.9950 -0.5020 -0.01 -0.18 -0.27
C 2.3374 -2.1782 -0.8275 0.47 -0.04 -0.07
C 2.9271 -3.4095 -1.1616 -0.14 0.12 0.07
C 2.1513 -4.5318 -1.3913 0.15 -0.10 -0.04
C 0.7669 -4.4782 -1.3149 -0.13 0.13 0.06
C 0.1270 -3.2708 -1.0216 -0.19 -0.36 -0.13
C 0.9847 -2.2374 -0.8117 -0.73 1.28 0.12
H 5.9685 0.2111 -1.9634 -0.01 -0.01 -0.01
H 5.7947 -0.4288 -0.3291 0.00 -0.01 -0.02
H 5.0118 1.1095 -0.7691 0.06 -0.01 -0.02
H 4.1717 0.1023 -3.4925 -0.03 0.02 -0.02
H 2.8865 0.8071 -2.4824 0.03 0.01 -0.01
H 2.7359 -0.8522 -3.1184 0.02 0.00 0.00
H 2.5540 -0.1242 -0.2510 -0.05 0.17 0.12
H 3.7981 -1.2310 0.3969 -0.04 0.09 0.05
H 4.0080 -3.4279 -1.2369 0.00 -0.08 0.02
H 2.6378 -5.4673 -1.6339 -0.02 0.01 -0.02
H 0.1566 -5.3526 -1.4964 0.04 -0.03 -0.01
H -0.9500 -3.2022 -0.9900 0.03 0.02 -0.01

***

(3)
59
Properties=species:S:1:pos:R:3:forces:R:3 method="wB97M-V/def2-TZVPD" total_energy_ev=-48821.56539 homo_lumo_gap_ha=0.3109 relative_energy_kj_mol=195.3 e_lumo_ev=0.4752 smiles="CCN(CC)c1ccc(NC(=O)c2ccccc2)cc1S(=O)(=O)Nc1ccccc1OC"
C 4.1146 2.7014 1.3793 -0.28 0.05 0.03
C 2.6430 3.0553 1.1970 0.21 0.28 0.32
N 2.0831 2.5341 -0.0484 0.38 -0.08 -0.17
C 2.4453 3.3292 -1.2119 -0.01 -0.17 -0.26
C 2.4316 2.4929 -2.4855 0.04 0.24 0.13
C 0.7901 2.0134 0.0043 -0.48 0.09 -0.15
C -0.2701 2.5317 -0.7536 0.38 -0.06 0.31
C -1.5387 1.9925 -0.7241 -0.25 -0.12 0.00
C -1.8142 0.8878 0.0783 0.54 0.35 -0.09
N -3.0667 0.2814 0.1580 -0.09 -0.41 0.24
C -4.2304 0.6397 -0.4637 0.10 -0.10 0.11
O -4.3504 1.6106 -1.1829 -0.01 0.12 -0.02
C -5.3745 -0.2698 -0.1622 -0.33 -0.15 -0.04
C -6.6519 0.2839 -0.1452 0.17 0.05 -0.02
C -7.7545 -0.5068 0.1172 -0.02 0.01 0.00
C -7.5934 -1.8633 0.3480 0.00 -0.06 -0.01
C -6.3284 -2.4262 0.3072 -0.05 -0.11 0.05
C -5.2207 -1.6364 0.0558 0.03 0.16 -0.01
C -0.7716 0.3458 0.8238 -0.36 0.01 -0.02
C 0.4945 0.8887 0.7858 0.34 -0.27 0.12
S 1.7081 -0.0763 1.6959 0.18 -0.04 -0.09
O 1.1442 -1.3704 1.9507 -0.11 -0.01 -0.21
O 2.1981 0.6365 2.8396 0.02 0.15 -0.22
N 2.9622 -0.2494 0.5783 -0.72 0.31 0.41
C 3.2577 -1.5380 0.1253 0.14 -0.71 -0.20
C 3.6277 -2.5091 1.0413 0.06 -0.01 -0.30
C 3.9348 -3.7908 0.6177 0.01 -0.08 0.04
C 3.8855 -4.0991 -0.7277 0.01 -0.01 0.05
C 3.5188 -3.1364 -1.6567 -0.05 0.09 -0.18
C 3.1906 -1.8559 -1.2413 -0.06 0.23 0.12
O 2.7923 -0.8364 -2.0735 0.14 -0.19 0.59
C 2.6384 -1.1276 -3.4417 -0.02 -0.02 -0.25
H 4.2223 1.6297 1.5111 0.11 -0.03 0.01
H 4.7178 3.0194 0.5322 0.10 0.05 -0.07
H 4.4875 3.1960 2.2719 0.11 0.06 0.09
H 2.0863 2.6371 2.0338 0.01 0.24 -0.11
H 2.5174 4.1488 1.2130 -0.07 -0.06 0.03
H 3.4619 3.6882 -1.0448 -0.10 0.04 0.03
H 1.8056 4.2176 -1.3247 0.07 0.00 0.09
H 3.1018 1.6449 -2.3742 0.06 -0.08 -0.02
H 2.7631 3.0968 -3.3270 0.00 0.03 -0.12
H 1.4342 2.1160 -2.6967 -0.06 -0.07 -0.09
H -0.1095 3.3977 -1.3744 0.08 0.07 -0.07
H -2.3265 2.4284 -1.3160 0.00 0.01 -0.01
H -3.1039 -0.5115 0.7836 -0.14 0.17 -0.12
H -6.7574 1.3406 -0.3389 -0.01 0.08 -0.03
H -8.7406 -0.0675 0.1374 -0.07 0.04 0.01
H -8.4533 -2.4844 0.5502 -0.07 -0.05 0.01
H -6.2037 -3.4868 0.4691 0.01 -0.08 0.00
H -4.2454 -2.0996 -0.0029 0.08 -0.03 -0.01
H -0.9161 -0.5327 1.4340 -0.13 -0.14 0.02
H 2.8834 0.4409 -0.1584 -0.01 0.34 -0.03
H 3.6552 -2.2404 2.0846 0.07 -0.02 0.13
H 4.2159 -4.5425 1.3386 0.02 -0.07 0.07
H 4.1295 -5.0937 -1.0692 0.03 -0.08 -0.02
H 3.4795 -3.4037 -2.7010 -0.01 0.03 -0.09
H 3.5919 -1.4041 -3.9033 -0.04 0.00 0.03
H 2.2690 -0.2120 -3.9009 0.02 -0.07 -0.01
H 1.9111 -1.9296 -3.6006 0.03 0.03 0.02

***

(4)
52
Properties=species:S:1:pos:R:3:forces:R:3 method="wB97M-V/def2-TZVPD" s_squared=0.75 total_energy_ev=-50763.97461 multiplicity=2 homo_lumo_gap_ha="0.3136 / 0.3678" e_lumo_ev="0.5867 / 0.5802"
C 1.3548 -0.9724 3.3085 0.09 0.07 0.06
C 0.7431 -1.7854 2.1723 -0.18 -0.13 -0.21
C 1.0255 -3.2731 2.3911 -0.05 0.04 0.10
C 1.2572 -1.3264 0.8091 0.07 0.03 0.03
C 0.6477 -2.1269 -0.3435 0.07 -0.05 -0.07
C 0.6604 -1.3219 -1.6499 -0.07 0.06 -0.07
O 1.8363 -0.5275 -1.7906 0.08 -0.06 0.28
C 1.5915 0.7711 -2.2360 0.12 -0.05 -0.10
O 0.8756 1.5590 -1.3238 -0.12 0.07 -0.07
C 1.6114 2.3398 -0.3952 0.07 -0.15 0.01
C 0.9878 3.7248 -0.3763 0.04 0.05 -0.09
O 1.3488 4.5022 0.7484 0.14 -0.11 0.19
C -0.7938 -2.6665 -0.1064 -0.02 -0.11 0.00
C -1.5833 -2.2716 1.1895 0.19 0.04 0.05
C -2.7677 -1.3968 0.7981 -0.05 0.02 -0.05
C -2.1145 -3.5041 1.9586 -0.06 -0.02 -0.05
N -0.7156 -1.4800 2.1130 0.08 0.13 -0.01
O -0.9969 -0.2464 2.2778 -0.04 -0.08 0.09
H 2.2501 -1.4690 3.6871 0.00 0.00 -0.06
H 0.6425 -0.8652 4.1254 0.03 -0.06 0.02
H 1.6345 0.0294 2.9837 -0.09 0.00 0.00
H 0.5451 -3.9253 1.6641 -0.02 0.03 0.00
H 0.7167 -3.5879 3.3895 0.02 0.01 -0.01
H 2.1035 -3.4249 2.3064 -0.03 0.00 0.02
H 2.3463 -1.4094 0.7760 -0.03 0.06 -0.03
H 1.0072 -0.2697 0.7112 -0.03 0.04 0.01
H 1.2865 -3.0013 -0.4949 0.00 0.03 -0.01
H -0.2203 -0.6737 -1.6841 0.01 0.02 0.10
H 0.6130 -2.0065 -2.5038 -0.11 0.01 0.00
H 0.9941 0.7545 -3.1553 -0.02 0.01 0.05
H 2.5764 1.2061 -2.4274 -0.04 0.00 -0.06
H 2.6632 2.3731 -0.7040 0.00 0.07 0.10
H 1.5572 1.9055 0.6100 -0.03 -0.04 -0.06
H 1.2484 4.2615 -1.2978 -0.05 -0.07 -0.01
H -0.0962 3.5928 -0.3490 0.02 0.06 0.04
H 2.2133 4.2293 1.0790 -0.11 0.07 -0.13
H -1.4159 -2.3469 -0.9463 0.01 -0.04 -0.02
H -0.7672 -3.7551 -0.1719 0.03 0.03 0.02
H -3.4506 -2.0006 0.1956 0.03 0.01 0.00
H -2.4490 -0.5319 0.2166 -0.01 -0.01 0.02
H -3.2958 -1.0389 1.6804 0.00 -0.01 -0.03
H -3.1456 -3.3321 2.2707 0.03 0.00 0.01
H -2.0989 -4.4042 1.3419 -0.04 0.04 -0.01
H -1.5397 -3.7035 2.8596 0.06 0.00 -0.03
Cl -1.6605 6.0576 -4.1026 0.00 0.01 0.00
C -1.6582 4.7823 -2.8549 -0.02 -0.02 -0.01
C -0.9776 3.5241 -3.3294 -0.01 -0.01 0.05
Cl -1.9005 2.7009 -4.6166 0.00 -0.02 -0.01
H -2.6925 4.5905 -2.5815 0.00 0.01 -0.01
H -1.1246 5.1799 -1.9936 0.00 0.01 0.00
H -0.8853 2.8216 -2.5029 0.01 0.01 -0.03
H 0.0119 3.7390 -3.7262 -0.01 0.00 -0.01

***

(5)
22
Properties=species:S:1:pos:R:3:forces:R:3 method="wB97M-V/def2-TZVPD" total_energy_ev=-19220.48715 homo_lumo_gap_ha=0.1344 relative_energy_kj_mol=657.0 e_lumo_ev=-3.3534
C -1.1132 -0.4041 1.0816 -2.25 -1.67 1.50
N -0.7414 -0.1435 -0.2656 2.21 -3.01 -1.81
C 0.8702 -0.6064 -0.4050 -0.41 1.54 2.77
C 0.9733 -2.0019 -0.2346 0.29 0.78 -0.41
S 0.3962 2.4345 1.3667 -0.24 0.25 0.19
C 1.1930 0.0890 -1.7175 1.12 -0.15 -1.48
N 1.3228 1.4727 -1.5570 0.70 0.32 -0.97
C -2.4681 0.3130 1.4059 1.38 1.28 -1.32
H -0.2158 -0.1873 1.6815 -0.91 0.62 0.61
H -1.3740 -1.5131 1.2596 0.81 1.02 -0.28
H -0.8450 -1.0725 -0.7363 -1.99 1.35 -0.24
H 1.3370 -0.0351 0.4367 -0.08 -0.60 -0.82
H 0.5067 -2.6692 -0.9691 0.44 -0.07 0.32
H 1.5890 -2.3558 0.5964 -0.57 -0.35 -0.28
H 1.5485 1.8759 1.0319 0.44 -0.15 0.11
H 0.4306 -0.2402 -2.4763 0.55 0.18 0.51
H 2.1912 -0.2883 -1.9446 -0.11 -0.18 -0.78
H 0.6258 1.9167 -0.9823 -0.07 0.65 0.17
H 2.2000 1.9625 -1.8259 -1.40 -0.79 0.73
H -3.1816 0.2429 0.5656 0.63 -0.09 -0.14
H -3.0030 -0.1970 2.1755 0.01 0.11 1.15
H -2.2424 1.4073 1.5127 -0.55 -1.05 0.49